14
Properties=species:S:1:pos:R:3 method="wB97M-V/def2-TZVPD" homo_lumo_gap_ha=0.37770 energy_ev=-7701.867 total_charge=+1 homo_ev=-13.97 spin_multiplicity=1
C -2.2499 -1.3796 0.0562
C -1.6387 -0.4172 -0.5936
N -0.3579 -0.4410 -1.1892
C 0.7129 0.1022 -0.6534
N 0.6814 0.4474 0.6464
N 1.9190 1.0723 1.1588
H -1.9407 -2.3513 -0.0776
H -3.1509 -1.1434 0.6013
H -2.0607 0.5978 -0.4501
H -0.3973 -0.4318 -2.1925
H 1.7043 0.1769 -1.2060
H 2.5262 0.3315 1.4637
H 1.6963 1.7131 1.9172
H 2.5559 1.7231 0.5187